Entry one
2 unconnected molecules or ions with the total composition C6H10NO3S, computed with ωB97M-V with the def2-TZVPD basis set.

Structure (XYZ):
```
21
C6H10NO3S, DFT ωB97M-V with the def2-TZVPD basis set
C -0.046 -0.839 0.000
C 3.360 -0.233 0.955
C 2.422 -1.418 0.735
C 2.242 0.657 0.452
C 1.406 -0.628 0.271
C -3.115 1.202 -0.486
N -3.276 -1.384 -0.455
O -0.784 -0.185 0.762
O -0.418 -1.696 -0.855
O -5.067 -0.035 0.735
S -3.574 -0.199 0.707
H 3.329 -0.088 2.006
H 4.226 -0.124 0.350
H 2.553 -2.490 0.488
H -3.353 -2.342 -0.200
H 1.968 1.294 1.317
H 2.400 1.178 -0.430
H -2.073 1.527 -0.452
H -3.426 0.889 -1.513
H -3.694 2.058 -0.430
H -2.155 -1.337 -0.444
```

Calculated values
**HOMO level**: -0.1743 Eh
**Multiplicity**: 1
**Total charge**: -1
**Orbital gap**: 8.35 eV
**E_LUMO**: 3.61 eV

---

Entry two
2 unconnected molecules or ions with the total composition C6H10NO3S, computed with ωB97M-V with the def2-TZVPD basis set.

Structure (XYZ):
```
21
C6H10NO3S, DFT ωB97M-V with the def2-TZVPD basis set
C -1.507 -1.828 -0.350
C -0.483 1.238 -0.126
C 0.239 2.510 -0.401
C 1.076 1.251 -0.399
C -1.687 -1.827 1.153
C 1.979 0.906 0.884
N -0.312 -2.176 -0.769
O -2.511 -1.614 -1.036
O 1.506 -2.900 -2.208
O 1.580 0.863 -1.503
S 0.496 -1.839 -2.017
H -0.770 1.123 0.932
H -1.099 0.954 -1.006
H 0.000 2.963 -1.348
H 0.272 3.249 0.389
H -2.301 -0.853 1.296
H -0.725 -1.819 1.697
H -2.258 -2.661 1.443
H 3.044 0.706 0.642
H 1.559 0.001 1.224
H 1.901 1.754 1.503
```

Calculated values
**HOMO level (spin up / spin down)**: -0.1040 / -0.1160 Eh
**Multiplicity**: 1
**Total charge**: -1
**Orbital gap (spin up / spin down)**: 5.29 / 5.79 eV
**E_LUMO (spin up / spin down)**: 2.46 / 2.63 eV

---

Least stable: entry two

---

Entry one
C3H3ClO in the gas phase, computed with ωB97M-V with the def2-TZVPD basis set.

Structure (XYZ):
```
8
C3H3ClO, DFT ωB97M-V with the def2-TZVPD basis set
O 1.311 -1.523 -0.413
C 1.077 -0.605 0.262
C 0.196 0.491 -0.056
C -1.130 0.358 -0.239
Cl -1.958 -1.074 0.012
H 1.513 -0.411 1.230
H 0.706 1.557 -0.164
H -1.714 1.208 -0.633
```

Calculated values
**HOMO level**: -0.3624 Eh
**Multiplicity**: 1
**Total charge**: 0
**Structure (SMILES)**: O=C/C=C\Cl
**Orbital gap**: 10.40 eV
**E_LUMO**: 0.54 eV

---

Entry two
A molecular structure, C3H3ClO, computed with ωB97M-V with the def2-TZVPD basis set.

Structure (XYZ):
```
8
C3H3ClO, DFT ωB97M-V with the def2-TZVPD basis set
C -1.379 0.354 -0.106
C -1.926 -0.462 0.553
C 1.305 0.190 -0.241
O 0.201 0.878 -0.921
Cl -3.050 -1.320 1.357
H 1.383 0.540 0.763
H 2.215 0.706 -0.787
H 1.251 -0.885 -0.617
```

Calculated values
**HOMO level**: -0.3732 Eh
**Multiplicity**: 1
**Total charge**: 0
**Orbital gap**: 9.27 eV
**E_LUMO**: -0.88 eV

---

Entry three
C3H3ClO in the gas phase, computed with ωB97M-V with the def2-TZVPD basis set.

Structure (XYZ):
```
8
C3H3ClO, DFT ωB97M-V with the def2-TZVPD basis set
O 0.179 1.568 1.160
C -0.443 0.525 0.969
C -0.304 -0.514 -0.045
C 0.481 -0.273 -1.117
Cl 1.514 0.873 -1.268
H -1.295 0.516 1.704
H -0.722 -1.442 0.074
H 0.591 -1.254 -1.477
```

Calculated values
**HOMO level**: -0.3435 Eh
**Multiplicity**: 1
**Total charge**: 0
**Structure (SMILES)**: O=C/C=C\Cl
**Orbital gap**: 9.16 eV
**E_LUMO**: -0.19 eV

---

Least stable: entry two

---

Entry one
A gas-phase ion, C6H10NS (charge +1), computed with ωB97M-V with the def2-TZVPD basis set.

Structure (XYZ):
```
18
C6H10NS, DFT ωB97M-V with the def2-TZVPD basis set
C 1.070 -0.311 -1.006
C 0.315 -0.470 0.375
C 1.182 0.216 1.368
C 2.325 0.603 0.813
C -1.160 -0.233 0.484
C -3.706 0.125 -0.031
N 2.455 0.133 -0.581
S -2.061 -0.091 -0.873
H 0.973 -1.290 -1.421
H 0.712 0.483 -1.666
H 0.296 -1.542 0.495
H 0.925 0.493 2.392
H 3.224 1.080 1.247
H -4.259 1.011 -0.481
H -3.422 0.223 1.024
H -4.530 -0.640 -0.230
H 3.083 -0.682 -0.643
H 2.579 0.892 -1.268
```

Calculated values
**HOMO level**: -0.4386 Eh
**Multiplicity**: 1
**Total charge**: +1
**Orbital gap**: 8.44 eV
**E_LUMO**: -3.49 eV

---

Entry two
2 unconnected molecules or ions with the total composition C6H10NS, computed with ωB97M-V with the def2-TZVPD basis set.

Structure (XYZ):
```
18
C6H10NS, DFT ωB97M-V with the def2-TZVPD basis set
C 2.008 1.791 -0.796
C 2.705 0.965 -0.082
C 0.416 0.088 -0.374
C -0.972 -0.161 0.212
C -2.283 0.186 -0.115
C -0.992 -1.116 1.418
N 0.656 1.410 -0.866
S 1.890 -0.440 0.429
H 2.541 2.659 -1.254
H 3.758 1.064 0.140
H -0.578 -1.972 -1.113
H -0.582 -2.689 -1.336
H -2.648 0.371 -1.088
H -2.957 0.004 0.702
H -1.280 -0.670 2.386
H -0.015 -1.484 1.773
H -1.518 -2.018 1.096
H -0.148 2.014 -1.133
```

Calculated values
**HOMO level**: -0.4933 Eh
**Multiplicity**: 1
**Total charge**: +1
**Orbital gap**: 7.98 eV
**E_LUMO**: -5.44 eV

---

Least stable: entry one